1.
# C4H7Br3MgN

A molecular structure, C4H7Br3MgN in a non-equilibrium geometry (wB97M-V/def2-TZVPD, the OMol25 dataset).

```
16
Properties=species:S:1:pos:R:3:nbo_charge:R:1
Mg 2.698 -0.009 2.325 1.6032
Br 1.055 0.323 4.033 -0.8756
Br 3.636 -2.169 2.109 -0.8731
Br 4.272 1.717 2.041 -0.8734
C -1.261 0.866 -1.973 -0.6123
C -1.756 0.130 -0.731 -0.3854
C -0.785 -0.950 -0.290 -0.5145
C 0.474 -0.411 0.227 0.4142
N 1.452 0.014 0.629 -0.4539
H -1.068 0.175 -2.801 0.1981
H -0.303 1.356 -1.782 0.2200
H -1.969 1.601 -2.351 0.2130
H -2.732 -0.310 -0.953 0.2051
H -1.948 0.846 0.068 0.2217
H -0.561 -1.652 -1.093 0.2464
H -1.202 -1.528 0.542 0.2665
```

Output
total charge	-1
2S+1	1
DFT total energy	-8133.80869	Ha

***

2.
# C37H95O36P7

11 unconnected molecules or ions with the total composition C37H95O36P7 in a non-equilibrium geometry (wB97M-V/def2-TZVPD, the OMol25 dataset).

```
175
Properties=species:S:1:pos:R:3:mulliken_charge:R:1
C 0.060 -0.013 6.359 -0.4831
O 0.939 0.418 5.317 -0.4023
P 1.769 -0.780 4.572 0.6052
O 2.591 -1.623 5.508 -0.7520
O 0.609 -1.627 3.807 0.3470
C 0.978 -2.707 2.978 0.1993
O 2.583 -0.070 3.409 -0.3210
C 1.995 0.701 2.413 -0.1069
H -0.927 -0.047 5.898 -0.0497
H 0.025 0.678 7.201 0.2734
H 0.311 -1.014 6.712 0.3376
H 0.390 -2.624 2.064 -0.3626
H 0.818 -3.702 3.394 0.3765
H 2.039 -2.616 2.744 -0.0774
H 2.206 0.156 1.493 0.0408
H 2.518 1.656 2.465 0.1868
H 0.911 0.809 2.437 0.1902
C 2.194 -4.467 -0.072 -0.2334
O 3.509 -4.560 0.532 -0.4511
P 4.374 -3.164 0.729 -0.1126
O 3.570 -1.938 0.745 0.5786
O 5.539 -3.133 -0.380 -0.2439
C 6.714 -3.954 -0.341 -0.7722
O 5.273 -3.401 2.083 -0.3609
C 5.673 -2.252 2.832 -0.4366
H 1.491 -5.022 0.550 0.3121
H 2.210 -5.053 -0.991 0.3018
H 1.804 -3.489 -0.355 -0.0876
H 6.822 -4.444 -1.309 0.2936
H 6.801 -4.733 0.417 0.3325
H 7.507 -3.231 -0.151 0.2803
H 6.503 -2.569 3.464 0.3135
H 4.926 -1.982 3.578 0.0622
H 5.970 -1.383 2.245 0.2653
C -0.545 4.580 -6.868 -0.5963
O -0.226 5.527 -5.816 -0.3402
P 0.737 5.177 -4.585 0.9407
O 1.281 3.787 -4.613 -0.5338
O -0.092 5.562 -3.232 -0.2091
C -1.509 5.189 -3.120 0.0776
O 1.853 6.346 -4.760 -0.4106
C 3.080 6.252 -4.071 -0.4387
H -0.049 3.625 -6.696 0.2296
H -0.296 4.881 -7.886 0.2705
H -1.610 4.386 -6.997 0.2655
H -1.672 4.736 -2.142 -0.4353
H -1.779 4.390 -3.810 0.1452
H -2.220 6.010 -3.220 0.3736
H 3.290 6.854 -3.188 0.3741
H 3.756 6.515 -4.884 0.3066
H 3.345 5.241 -3.761 -0.0034
C 4.607 0.840 -0.493 -0.2894
O 4.652 2.210 -0.900 0.3569
P 5.419 2.680 -2.283 0.5676
O 5.310 4.130 -2.611 -0.5947
O 6.988 2.192 -1.993 -0.2437
C 7.960 2.285 -2.990 -0.8058
O 4.851 1.686 -3.441 -0.4029
C 3.426 1.715 -3.662 -0.2488
H 3.576 0.506 -0.614 -0.3612
H 4.886 0.619 0.538 0.3208
H 5.326 0.302 -1.111 0.5000
H 7.577 2.585 -3.966 0.3406
H 8.304 1.252 -3.026 0.2666
H 8.707 2.925 -2.520 0.2661
H 3.312 1.848 -4.738 0.3310
H 2.878 2.514 -3.161 0.0175
H 2.878 0.816 -3.380 0.1290
C -6.489 5.011 1.882 -0.7258
O -6.234 3.915 1.071 -0.3432
P -4.712 3.302 1.040 1.0560
O -4.292 2.818 2.421 -0.6649
O -3.866 4.502 0.279 -0.3088
C -2.621 5.020 0.726 -0.3695
O -4.778 2.095 -0.048 -0.0620
C -5.755 1.085 0.074 -0.5883
H -5.787 5.796 1.601 0.2777
H -6.460 4.733 2.936 0.2681
H -7.517 5.307 1.673 0.2470
H -2.883 5.984 1.161 0.4158
H -2.042 5.206 -0.179 -0.0504
H -2.161 4.426 1.516 0.2554
H -6.295 1.013 -0.870 0.2778
H -6.467 1.260 0.881 0.3810
H -5.175 0.173 0.217 0.0634
C 1.037 3.458 -0.753 0.0447
O 0.725 2.159 -1.268 0.5401
P -0.736 1.480 -1.007 0.5938
O -1.939 2.319 -1.423 -0.9675
O -0.628 0.074 -1.806 -0.4787
C 0.452 -0.887 -1.518 0.5997
O -0.688 1.075 0.539 0.1171
C -1.870 0.711 1.186 -0.1197
H 1.796 3.378 0.025 -0.1307
H 0.182 3.976 -0.318 0.0639
H 1.488 3.967 -1.605 -0.1958
H 0.462 -1.666 -2.280 0.0593
H 0.199 -1.418 -0.600 -0.1232
H 1.452 -0.474 -1.380 -0.3536
H -1.959 1.165 2.173 0.4076
H -1.819 -0.360 1.384 -0.2681
H -2.791 0.969 0.664 -0.3067
C -3.749 -6.891 2.884 -0.8099
O -3.418 -5.570 2.412 -0.1618
P -1.902 -5.013 2.498 0.4839
O -0.925 -5.817 1.720 -0.7492
O -2.028 -3.477 1.966 0.7143
C -2.864 -3.318 0.840 -1.0174
O -1.578 -4.886 4.087 -0.4148
C -2.517 -4.370 4.953 -0.6310
H -2.876 -7.538 2.811 0.3462
H -4.482 -7.122 2.111 0.2742
H -4.077 -6.887 3.923 0.1930
H -2.369 -2.719 0.076 0.0470
H -3.834 -2.917 1.132 0.3775
H -3.105 -4.279 0.386 0.5331
H -2.791 -5.044 5.765 0.3194
H -3.352 -4.018 4.347 0.1960
H -2.129 -3.549 5.556 0.2651
C -6.573 -3.850 5.545 -1.0868
C -6.460 -2.708 4.489 -0.3512
O -5.206 -2.019 4.648 -0.3179
C -4.822 -1.154 3.731 0.3179
C -3.352 -0.671 3.946 0.5380
O -5.566 -0.804 2.795 -0.6333
H -6.578 -3.417 6.545 0.3183
H -5.787 -4.602 5.482 0.1683
H -7.536 -4.343 5.416 0.4039
H -6.605 -3.092 3.480 0.3037
H -7.259 -1.971 4.564 0.4506
H -2.869 -1.207 4.762 0.0840
H -3.228 0.375 4.228 0.5772
H -2.781 -0.915 3.050 -0.6370
C -1.973 -7.798 -2.184 -1.5885
C -1.789 -6.336 -2.311 0.7762
O -0.650 -6.032 -3.105 -0.3834
C -0.136 -4.844 -3.000 0.8135
C 1.152 -4.677 -3.695 -1.4975
O -0.646 -3.947 -2.336 -0.0593
H -1.790 -8.345 -3.109 0.3805
H -2.955 -8.089 -1.812 0.3931
H -1.277 -8.239 -1.470 0.3494
H -2.687 -5.940 -2.785 -0.0449
H -1.659 -5.928 -1.308 -0.0715
H 0.870 -4.770 -4.744 0.4240
H 1.766 -5.543 -3.447 0.4446
H 1.663 -3.744 -3.458 0.1907
C -4.736 -3.141 -3.727 -1.4480
C -3.836 -2.375 -2.719 0.4742
O -3.892 -0.948 -3.022 -0.1613
C -3.136 -0.434 -4.029 0.8538
C -3.422 0.993 -4.221 -0.7275
O -2.263 -1.089 -4.588 -0.6275
H -4.721 -4.225 -3.615 0.3710
H -4.356 -2.968 -4.734 0.3575
H -5.740 -2.723 -3.654 0.3470
H -4.165 -2.579 -1.700 0.0804
H -2.820 -2.757 -2.823 -0.0382
H -2.835 1.412 -5.038 0.2898
H -3.174 1.590 -3.343 -0.1102
H -4.485 1.074 -4.450 0.3961
C 4.548 4.313 1.843 -1.0382
C 4.632 5.187 0.622 0.4930
O 5.686 6.154 0.664 -0.3830
C 5.586 7.256 -0.003 0.8769
C 6.892 8.053 0.034 -1.1667
O 4.549 7.645 -0.541 -0.6050
H 4.389 4.850 2.778 0.4156
H 5.467 3.742 1.971 0.3484
H 3.830 3.500 1.728 -0.0300
H 4.858 4.529 -0.217 -0.3295
H 3.662 5.681 0.556 0.3776
H 6.755 9.058 -0.366 0.3409
H 7.656 7.585 -0.586 0.2721
H 7.270 8.092 1.055 0.3224
```

Output
structure (SMILES)	COP(=O)(OC)OC.COP(=O)(OC)OC.COP(=O)(OC)OC.COP(=O)(OC)OC.COP(=O)(OC)OC.COP(=O)(OC)OC.COP(=O)(OC)OC.CCOC(C)=O.CCOC(C)=O.CCOC(C)=O.CCOC(C)=O
2S+1	1
DFT total energy	-6565.50076	Ha

***

3.
# C4H6ClFO

A single C4H6ClFO molecule in a non-equilibrium geometry (wB97M-V/def2-TZVPD, the OMol25 dataset).

```
13
Properties=species:S:1:pos:R:3:nbo_charge:R:1
F -0.862 -1.398 -0.880 -0.3907
C -1.557 -0.506 0.097 -0.0077
C -0.711 0.337 0.846 -0.1437
O -0.032 1.460 0.154 -0.5209
C 1.041 0.905 -0.649 0.1111
C 1.644 -0.350 -0.297 -0.3621
Cl 3.080 -0.464 -1.273 -0.0389
H -2.271 -1.048 0.781 0.1996
H -2.224 0.142 -0.559 0.2019
H 0.238 -0.144 1.475 0.2001
H -1.268 0.644 1.678 0.2238
H 1.394 1.751 -1.556 0.2598
H 1.529 -1.329 0.185 0.2676
```

Output
structure (SMILES)	FCCO/C=C/Cl
2S+1	1
DFT total energy	-791.16731	Ha

***

What is the formula in the first record?
C4H7Br3MgN